Record 1
This record from the OMol25 dataset describes a structure of composition C19H16BrNO3PV. The level of theory is ωB97M-V/def2-TZVPD.

Structure (XYZ):
```
42
Properties=species:S:1:pos:R:3:forces:R:3
V 1.123642 -1.129985 1.558924 0.337 -0.637 -0.254
O 3.055015 2.003981 2.247804 0.109 0.138 -0.011
C 2.891056 1.142418 1.476502 -0.214 -0.813 0.289
O 2.499830 -0.195444 1.925942 0.743 1.285 0.000
C 2.896536 1.102031 -0.023359 -0.061 0.029 -0.105
P 1.379803 0.180606 -0.489340 -0.159 0.310 0.064
C 1.590466 -0.590258 -2.078573 0.047 -0.120 -0.047
C 0.952280 -0.100007 -3.216007 -0.008 0.004 -0.077
C 1.190365 -0.709529 -4.439706 -0.002 0.016 0.042
C 2.054887 -1.791718 -4.524264 0.016 -0.029 -0.016
C 2.690541 -2.282439 -3.388270 -0.040 0.045 -0.009
C 2.454700 -1.685534 -2.163281 0.033 -0.077 -0.021
C 0.001651 1.330883 -0.493223 -0.015 0.096 -0.077
C -1.272200 0.833455 -0.789095 -0.040 -0.054 -0.030
C -2.364715 1.681755 -0.783501 -0.004 0.055 0.023
C -2.198315 3.027837 -0.467869 -0.023 -0.031 -0.018
C -0.940200 3.523791 -0.165523 0.032 -0.016 0.005
C 0.163747 2.680279 -0.181808 -0.042 -0.008 0.066
H 3.739337 0.496937 -0.367634 0.032 0.010 0.036
H 2.981150 2.099671 -0.444389 0.028 0.015 -0.076
H 0.282275 0.748356 -3.157947 0.020 -0.003 0.021
H 0.702808 -0.333161 -5.328461 0.004 -0.001 0.000
H 2.237039 -2.259342 -5.482659 -0.003 0.006 0.002
H 3.364366 -3.125077 -3.459066 -0.002 0.002 -0.012
H 2.957576 -2.072962 -1.281838 -0.013 0.030 0.021
H -1.412887 -0.209393 -1.055031 0.041 -0.014 0.008
H -3.345716 1.302503 -1.037012 0.009 -0.011 0.000
H -3.052684 3.691606 -0.470121 0.002 -0.006 0.001
H -0.809147 4.570690 0.071784 0.003 -0.001 -0.003
H 1.135484 3.091651 0.051533 0.032 0.025 0.004
O -4.054097 -2.068809 4.375153 0.167 0.094 -0.094
C -3.007711 -1.663720 3.683509 -0.323 -0.167 0.150
C -2.615656 -0.322921 3.559522 -0.015 0.014 0.009
C -1.506380 -0.024206 2.819938 0.170 -0.074 -0.204
N -0.782325 -0.982455 2.188337 -0.612 -0.042 0.422
C -1.202013 -2.253049 2.317527 -0.111 0.245 -0.108
Br -0.070936 -3.447794 1.334846 -0.171 -0.322 -0.009
C -2.276293 -2.673047 3.033111 0.089 -0.027 -0.086
H -4.525207 -1.340505 4.802553 -0.078 0.023 0.064
H -3.172750 0.468547 4.042693 0.005 -0.003 0.005
H -1.160852 0.993514 2.694690 0.019 0.008 0.013
H -2.574469 -3.709157 3.103611 -0.002 0.003 0.011
```
Forces are in eV/Å.

As for the expectation value of S²: 2.032. Its net charge is +2. The calculation puts the HOMO energy (alpha / beta) at -0.558 / -0.556 Ha. As for the HOMO-LUMO gap (alpha / beta): 7.124 / 7.855 eV. For the LUMO energy (alpha / beta), the calculation gives -8.062 / -7.271 eV. The spin multiplicity is 3. The value obtained for the strongest force on any atom is 1.48 eV Å⁻¹.


Record 2
This record from the OMol25 dataset describes an isolated molecule of C19H16Cl2N4O4S2. The level of theory is ωB97M-V/def2-TZVPD.

Structure (XYZ):
```
47
Properties=species:S:1:pos:R:3:forces:R:3
C -4.040158 -1.061363 -1.020962 -0.033 -0.031 -0.008
C -2.557708 -1.196861 -0.888734 0.116 -0.059 -0.030
C -1.840325 -1.944596 -1.819851 0.073 0.051 0.145
C -0.466651 -2.062766 -1.722962 0.092 -0.178 -0.140
C 0.192160 -1.429189 -0.686176 0.564 -0.109 0.036
S 1.970476 -1.515513 -0.629820 -0.066 -0.089 0.239
O 2.526985 -0.191875 -0.727315 -0.066 -0.363 0.126
O 2.437653 -2.502191 -1.551096 -0.213 -0.234 0.124
N 2.300953 -2.169886 0.888190 0.058 0.072 -0.897
C 2.319002 -1.532539 2.100326 0.029 0.413 1.021
C 2.515552 -2.200129 3.278415 -0.010 -0.197 -0.439
C 2.534773 -1.490747 4.521900 -0.062 0.165 -0.165
O 2.671891 -1.939684 5.636497 0.045 -0.111 0.233
N 2.376489 -0.092513 4.352880 -0.021 0.164 0.076
C 2.208707 0.479868 3.147318 0.019 -0.071 -0.358
S 2.126791 2.221421 3.099657 0.052 0.353 0.059
C 2.203779 2.498197 1.307189 -0.134 -0.153 0.493
C 0.807813 2.563245 0.696019 0.414 -0.200 -0.163
O -0.126812 3.078723 1.261991 -0.228 0.163 0.143
N 0.781578 2.013222 -0.547978 0.331 -0.073 -0.151
C -0.314387 1.888773 -1.397277 -0.440 0.125 -0.380
C -1.549893 2.484940 -1.151843 0.041 0.112 0.131
C -2.601651 2.277006 -2.022504 0.099 -0.137 -0.206
C -2.444805 1.476301 -3.142688 0.122 -0.012 0.044
Cl -3.778700 1.187761 -4.195175 -0.217 0.037 -0.064
C -1.205658 0.898924 -3.403781 -0.093 0.171 0.152
Cl -0.983365 -0.109452 -4.779803 0.134 -0.106 -0.118
C -0.145373 1.113405 -2.544104 -0.094 0.157 0.116
N 2.135527 -0.187889 2.039503 -0.006 0.183 0.018
C -0.497467 -0.703572 0.264412 -0.079 0.022 0.228
C -1.872485 -0.590345 0.158953 0.162 -0.096 -0.053
H -4.299853 -0.720386 -2.020876 -0.079 0.049 -0.073
H -4.521224 -2.026331 -0.865867 -0.088 -0.041 0.023
H -4.434132 -0.355901 -0.295324 -0.084 0.053 0.044
H -2.364236 -2.425394 -2.632033 -0.039 -0.048 -0.123
H 0.109145 -2.626861 -2.439026 -0.014 -0.091 -0.149
H 2.474410 -3.161029 0.880813 -0.034 -0.128 -0.194
H 2.664328 -3.265814 3.307681 0.003 -0.142 0.051
H 2.416959 0.474825 5.191630 0.040 -0.132 -0.065
H 2.804072 1.699231 0.875270 0.051 0.148 -0.033
H 2.690971 3.466360 1.182804 -0.012 -0.039 -0.013
H 1.580003 1.434970 -0.808051 -0.196 0.219 0.191
H -1.684581 3.095173 -0.275025 -0.012 0.001 0.014
H -3.560538 2.731208 -1.830648 -0.105 0.043 0.006
H 0.811959 0.660019 -2.751158 0.083 -0.058 -0.076
H 0.043089 -0.226379 1.065749 -0.043 0.110 0.107
H -2.415064 -0.014366 0.892880 -0.060 0.085 0.077
```
Forces are in eV/Å.

Its net charge is 0. As for the SMILES: Cc1ccc(S(=O)(=O)Nc2cc(=O)[nH]c(SCC(=O)Nc3ccc(Cl)c(Cl)c3)n2)cc1. The calculation puts the HOMO energy at -0.321 Ha. As for the HOMO-LUMO gap: 8.911 eV. For the LUMO energy, the calculation gives 0.183 eV. The spin multiplicity is 1. The value obtained for the strongest force on any atom is 1.10 eV Å⁻¹.


Record 3
This record from the OMol25 dataset describes a structure of composition C19H16ClIN6O6Ru. The level of theory is ωB97M-V/def2-TZVPD.

Structure (XYZ):
```
50
Properties=species:S:1:pos:R:3:forces:R:3
Ru -0.626607 0.867145 -0.153241 -0.521 -0.314 0.893
Cl 2.760376 6.723851 -0.823305 0.018 0.018 -0.017
C 1.792763 5.429220 -0.222305 -0.046 -0.041 0.055
C 1.200127 5.534912 1.005896 0.066 0.086 -0.060
C 0.411545 4.493807 1.535066 0.038 -0.288 -0.243
I -0.446381 4.678861 3.396790 -0.065 0.032 0.174
C 0.217463 3.329637 0.810288 0.058 0.403 0.256
O -0.473623 2.286430 1.242433 -0.174 -0.736 -0.091
C 0.812016 3.245737 -0.466750 -0.008 -0.073 0.069
N 0.543942 2.080382 -1.129621 0.536 1.080 -1.098
C 1.089933 1.889887 -2.328642 -0.180 0.007 0.247
C 1.912054 2.844843 -2.921403 0.117 0.156 -0.059
C 2.174471 4.031870 -2.277323 -0.025 -0.149 -0.101
C 1.618453 4.260653 -1.010170 -0.048 0.024 0.098
H 1.348021 6.438102 1.581648 -0.022 -0.014 0.023
H 0.840397 0.967600 -2.829494 -0.028 -0.034 -0.013
H 2.323496 2.641312 -3.899259 -0.003 -0.001 0.001
H 2.798117 4.786388 -2.736491 0.005 0.003 0.007
C 2.290359 0.170594 2.055024 -0.028 0.021 0.017
C 1.723081 -0.756944 1.045059 0.175 0.255 -0.020
N 0.875120 -0.429701 0.079828 0.070 -0.514 0.237
C 0.604747 -1.576655 -0.643694 0.181 -0.118 -0.044
C 1.301372 -2.610505 -0.109923 0.092 0.085 0.114
N 2.015055 -2.064874 0.931543 -0.086 -0.070 -0.051
C 1.293216 -4.086959 -0.298028 0.119 -0.001 -0.076
O 0.553141 -4.561967 -1.278643 -0.104 0.178 -0.107
O 1.926603 -4.768666 0.465737 -0.045 0.008 0.005
C -0.410396 -1.473908 -1.717093 -0.014 0.165 0.108
O -0.790580 -2.458661 -2.338561 0.105 -0.101 -0.057
O -0.819255 -0.259255 -1.848683 -0.282 -0.691 -0.110
H 1.705752 1.089228 2.067951 -0.012 -0.012 0.014
H 3.325866 0.413863 1.813183 -0.004 -0.002 -0.015
H 2.271294 -0.271587 3.050721 0.002 -0.009 -0.004
H 2.645016 -2.607666 1.507180 0.008 -0.005 -0.004
H 0.089211 -3.842626 -1.795063 0.030 -0.089 0.136
C -3.242878 -4.104487 0.386823 -0.006 -0.004 -0.001
N -2.955388 -2.682525 0.438659 -0.025 0.064 0.012
C -3.611048 -1.708997 -0.429762 0.041 -0.126 0.182
C -2.878883 -0.460171 -0.019840 -0.309 0.445 -0.112
O -2.997207 0.665124 -0.493074 0.315 0.296 -0.171
N -1.920047 -0.734078 0.902601 -0.001 0.035 -0.204
C -2.004847 -2.061937 1.135422 0.043 -0.022 0.037
N -1.189479 -2.668138 2.002011 -0.001 0.046 0.008
H -4.320038 -4.256703 0.419536 0.001 0.001 -0.015
H -2.810174 -4.619810 1.240843 -0.008 0.014 0.013
H -2.839369 -4.542041 -0.526864 -0.004 0.005 -0.005
H -4.683900 -1.643172 -0.247131 -0.006 -0.037 0.014
H -3.424676 -1.919880 -1.485474 0.007 0.034 -0.013
H -0.683145 -2.073954 2.636822 0.009 -0.005 -0.002
H -1.335087 -3.623574 2.278773 0.017 -0.007 -0.026
```
Forces are in eV/Å.

As for the expectation value of S²: 0.773. Its net charge is +1. The calculation puts the HOMO energy (alpha / beta) at -0.395 / -0.402 Ha. As for the HOMO-LUMO gap (alpha / beta): 7.375 / 6.119 eV. For the LUMO energy (alpha / beta), the calculation gives -3.372 / -4.813 eV. The spin multiplicity is 2. The energy above the lowest of the compared OMol25 structures with the same formula, charge and spin is 17.9 kcal per mole. The value obtained for the strongest force on any atom is 1.63 eV Å⁻¹.


Record 4
This record from the OMol25 dataset describes an isolated molecule of C19H16F3N3O3. The level of theory is ωB97M-V/def2-TZVPD.

Structure (XYZ):
```
44
Properties=species:S:1:pos:R:3:forces:R:3
C -2.249964 1.933067 3.128426 -0.065 0.188 0.107
O -1.772920 0.796723 2.444527 0.152 -0.075 -0.048
C -0.450480 0.550692 2.422599 0.444 -0.209 -0.011
C 0.514168 1.328365 3.059585 -0.307 0.106 0.069
C 1.853961 0.995133 2.979142 0.038 -0.163 -0.066
C 2.265985 -0.123820 2.273843 0.110 0.073 0.114
C 1.324929 -0.907524 1.638710 -0.234 0.063 0.066
C -0.027468 -0.582197 1.697948 0.127 0.464 0.444
C -0.963877 -1.388329 0.950570 -0.739 -0.454 -0.578
N -2.233463 -1.128320 0.774038 -0.013 0.918 0.616
O -2.681802 -2.090417 -0.085683 0.102 -0.849 -0.639
C -1.629856 -2.873662 -0.368356 0.323 0.106 0.582
C -1.748855 -3.919499 -1.411476 -0.232 0.096 -0.085
C -1.659927 -3.252205 -2.801642 0.219 -0.156 0.002
C -0.357187 -2.463863 -2.857754 -0.616 0.138 -0.218
O 0.680125 -2.953132 -3.231564 0.321 -0.253 -0.001
N -0.489338 -1.182067 -2.392171 -0.437 0.209 -0.168
C 0.513962 -0.335018 -1.921577 0.404 0.278 0.114
C 1.868441 -0.647367 -2.013862 -0.010 -0.198 -0.078
C 2.813261 0.206663 -1.477935 -0.055 0.201 0.060
C 2.437349 1.384044 -0.856068 -0.113 0.053 0.001
C 1.087561 1.695556 -0.772955 0.008 -0.041 0.004
C 0.669652 2.993249 -0.148919 -0.014 0.441 0.072
F -0.554476 2.955068 0.400070 -0.287 -0.259 -0.008
F 1.502108 3.404533 0.820476 0.250 -0.102 0.030
F 0.632702 3.997143 -1.051425 0.048 -0.039 -0.209
C 0.125034 0.849214 -1.298228 0.191 0.020 -0.045
N -0.557182 -2.496860 0.245357 -0.017 -0.520 -0.182
H -1.846959 2.854678 2.700021 0.015 -0.030 0.030
H -3.329967 1.915552 2.995133 0.061 0.038 0.040
H -2.015270 1.888018 4.196783 0.007 -0.001 -0.055
H 0.225885 2.207473 3.612877 -0.068 0.085 0.033
H 2.580980 1.622361 3.472579 0.064 0.065 0.049
H 3.312551 -0.378660 2.217518 0.107 -0.026 -0.015
H 1.612914 -1.779817 1.073633 0.040 -0.062 -0.061
H -0.925680 -4.622679 -1.290218 -0.071 0.021 0.035
H -2.702463 -4.438621 -1.312025 0.062 -0.061 0.000
H -2.525842 -2.609330 -2.965090 -0.010 -0.003 -0.010
H -1.635357 -4.028490 -3.565821 0.013 0.121 -0.015
H -1.426605 -0.860718 -2.186518 0.118 -0.187 -0.031
H 2.167331 -1.563283 -2.495203 0.009 0.004 -0.012
H 3.858746 -0.049392 -1.547814 0.110 -0.048 -0.017
H 3.172957 2.051743 -0.436980 0.071 0.051 0.054
H -0.921375 1.102847 -1.205715 -0.128 -0.004 0.033
```
Forces are in eV/Å.

Its net charge is 0. As for the SMILES: COc1ccccc1-c1noc(CCC(=O)Nc2cccc(C(F)(F)F)c2)n1. The calculation puts the HOMO energy at -0.312 Ha. As for the HOMO-LUMO gap: 9.098 eV. For the LUMO energy, the calculation gives 0.622 eV. The spin multiplicity is 1. The energy above the lowest of the compared OMol25 structures with the same formula, charge and spin is 8.2 kcal per mole. The value obtained for the strongest force on any atom is 1.11 eV Å⁻¹.


Record 5
This record from the OMol25 dataset describes the ion C19H16FN4O with charge +1. The level of theory is ωB97M-V/def2-TZVPD.

Structure (XYZ):
```
41
Properties=species:S:1:pos:R:3:forces:R:3
F -0.985812 5.290514 3.376968 0.015 -0.014 -0.024
C -0.499202 4.522180 2.405146 0.095 -0.184 -0.197
C 0.858428 4.237135 2.387802 -0.223 0.045 0.006
C 1.360265 3.439005 1.376366 -0.065 -0.088 -0.191
C 0.499130 2.952311 0.405587 -0.282 0.591 0.437
N 1.029946 2.071180 -0.640050 0.038 -0.323 0.116
C 1.051748 0.660349 -0.154117 0.582 -0.860 0.218
N -0.105202 0.043031 -0.268904 -0.365 0.045 -0.150
C -0.139773 -1.221694 0.171300 0.191 0.414 0.004
N -1.298820 -1.867151 0.099173 0.056 -0.410 0.255
C -2.477950 -1.319367 -0.547174 -0.188 -0.158 -0.447
C -2.457385 -1.577485 -2.019772 0.035 0.936 -0.127
C -2.357395 -0.742945 -3.093192 -0.094 -0.324 0.630
C -2.367728 -1.572473 -4.241489 -0.027 -0.588 0.021
C -2.463428 -2.846947 -3.778585 0.092 0.464 -0.858
O -2.515705 -2.861789 -2.437319 -0.071 -0.204 0.611
C 1.045986 -1.826235 0.725584 0.532 0.205 0.040
C 1.122472 -3.140580 1.210136 0.055 -0.015 0.025
C 2.304408 -3.625397 1.715240 -0.268 -0.099 -0.042
C 3.447049 -2.821120 1.755440 0.032 0.226 -0.075
C 3.406150 -1.530843 1.289339 -0.038 -0.154 0.053
C 2.211382 -1.017309 0.770938 -0.540 -0.458 0.028
N 2.186504 0.269148 0.307314 -0.019 0.966 -0.400
C -0.857707 3.231011 0.432168 0.204 -0.044 -0.073
C -1.366015 4.028120 1.441503 0.133 0.084 0.163
H 1.499587 4.637452 3.156133 0.061 0.042 0.072
H 2.410627 3.193180 1.348566 0.144 -0.028 0.015
H 2.000844 2.324336 -0.862893 -0.261 -0.056 -0.089
H 0.431968 2.115485 -1.473420 0.254 0.018 0.094
H -1.316123 -2.852356 0.313327 0.052 0.139 0.025
H -3.353358 -1.788983 -0.092202 0.075 0.118 0.033
H -2.499062 -0.244121 -0.369505 -0.126 -0.169 -0.028
H -2.305080 0.326016 -3.072443 0.011 0.249 0.089
H -2.314255 -1.258799 -5.262863 0.001 -0.018 -0.255
H -2.503579 -3.791766 -4.282118 -0.016 -0.188 0.021
H 0.254828 -3.782893 1.192966 -0.049 -0.100 0.025
H 2.353582 -4.637623 2.084900 -0.017 -0.087 0.028
H 4.365312 -3.221929 2.155264 0.092 -0.025 0.036
H 4.273241 -0.891049 1.308451 0.099 0.072 0.000
H -1.514800 2.829777 -0.323862 -0.099 -0.047 -0.093
H -2.415079 4.270624 1.490297 -0.099 0.029 0.006
```
Forces are in eV/Å.

Its net charge is +1. As for the SMILES: Fc1ccc([NH2+]c2nc(NCc3ccco3)c3ccccc3n2)cc1. The calculation puts the HOMO energy at -0.414 Ha. As for the HOMO-LUMO gap: 8.312 eV. For the LUMO energy, the calculation gives -2.956 eV. The spin multiplicity is 1. The value obtained for the strongest force on any atom is 1.06 eV Å⁻¹.